(A)
{
  "formula": "C2H6ClN",
  "method": "the ωB97M-V functional and the def2-TZVPD basis",
  "elements": ["C", "C", "N", "Cl", "H", "H", "H", "H", "H", "H"],
  "coordinates": [[0.778, -0.520, 0.678], [-0.267, 0.497, 0.148], [-0.274, 0.302, -1.236], [-2.027, -0.006, 0.505], [0.633, -1.463, 0.329], [0.856, -0.485, 1.740], [1.714, -0.115, 0.421], [-0.077, 1.574, 0.480], [-0.352, -0.632, -1.457], [-0.983, 0.848, -1.606]],
  "spin_multiplicity": 1,
  "e_homo_ev": -9.33,
  "smiles": "C[C@@H](N)Cl",
  "orbital_gap_ha": 0.3843
}

(B)
{
  "formula": "C2H6ClN",
  "method": "the ωB97M-V functional and the def2-TZVPD basis",
  "elements": ["C", "C", "H", "H", "H", "H", "H", "H", "N", "Cl"],
  "coordinates": [[0.459, 0.170, 0.404], [-0.846, 0.798, -0.248], [2.012, -0.799, -0.907], [0.188, -2.148, 0.518], [1.096, 1.179, 0.240], [0.487, 0.069, 1.517], [-1.245, 1.923, 0.006], [-0.595, 0.520, -1.348], [0.553, -1.157, -0.230], [-2.109, -0.556, 0.046]],
  "spin_multiplicity": 1,
  "e_homo_ev": -9.24,
  "orbital_gap_ha": 0.3210
}

It is (B) that is the least stable of them.